Here is an isolated molecule of C22H25ClN4O4 from the OMol25 dataset. Energies are from ωB97M-V with the def2-TZVPD basis set.

CARTESIAN COORDINATES (ANGSTROEM)
C (2.730, 3.699, 1.877)
C (1.380, 3.838, 2.571)
O (0.872, 2.599, 3.031)
C (0.151, 1.747, 2.252)
C (-0.352, 0.653, 2.953)
C (-1.135, -0.311, 2.354)
C (-1.442, -0.195, 1.006)
N (-2.261, -1.172, 0.417)
C (-2.432, -1.439, -0.899)
O (-1.945, -0.794, -1.809)
C (-3.292, -2.678, -1.179)
N (-2.739, -3.955, -0.766)
C (-2.969, -4.365, 0.604)
C (-1.391, -4.204, -1.244)
C (-0.336, -3.349, -0.536)
O (-0.118, -3.456, 0.653)
N (0.297, -2.456, -1.353)
C (1.189, -1.451, -1.003)
C (1.648, -1.256, 0.294)
C (2.541, -0.231, 0.561)
Cl (3.090, -0.009, 2.173)
C (3.003, 0.612, -0.443)
C (2.550, 0.427, -1.732)
C (1.648, -0.595, -2.024)
C (1.209, -0.779, -3.352)
N (0.868, -0.947, -4.435)
C (-0.943, 0.881, 0.284)
C (-0.142, 1.848, 0.878)
O (0.377, 2.898, 0.169)
C (0.094, 3.012, -1.211)
C (0.866, 4.214, -1.735)
H (2.610, 3.173, 0.936)
H (3.144, 4.686, 1.683)
H (3.417, 3.143, 2.512)
H (1.497, 4.426, 3.488)
H (0.662, 4.340, 1.919)
H (-0.106, 0.587, 4.001)
H (-1.501, -1.146, 2.931)
H (-2.666, -1.820, 1.078)
H (-3.436, -2.714, -2.265)
H (-4.271, -2.558, -0.709)
H (-2.289, -3.911, 1.334)
H (-2.832, -5.446, 0.656)
H (-4.000, -4.140, 0.874)
H (-1.164, -5.255, -1.042)
H (-1.377, -4.037, -2.323)
H (-0.013, -2.409, -2.318)
H (1.306, -1.899, 1.087)
H (3.710, 1.393, -0.213)
H (2.894, 1.068, -2.530)
H (-1.188, 0.950, -0.761)
H (0.406, 2.103, -1.742)
H (-0.983, 3.156, -1.365)
H (0.669, 4.342, -2.795)
H (0.563, 5.113, -1.205)
H (1.933, 4.068, -1.586)

Results
Gap between HOMO and LUMO ... 7.942 eV
Largest force on an atom ... 0.92 eV Å⁻¹
Energy above the lowest of the compared OMol25 structures with the same formula, charge and spin ... 13.3 kJ/mol
Charge ... 0

***

Here is a structure of composition C5H6O from the OMol25 dataset. Energies are from ωB97M-V with the def2-TZVPD basis set.

CARTESIAN COORDINATES (ANGSTROEM)
C (1.283, 1.151, 0.775)
C (-0.182, 0.743, 0.663)
C (-1.125, -0.039, -0.715)
O (-0.165, 0.726, -1.118)
C (-1.051, -1.428, -1.166)
C (-1.187, -2.603, -1.429)
H (1.495, 1.309, 1.840)
H (1.496, 2.078, 0.237)
H (1.954, 0.369, 0.409)
H (-0.889, 1.519, 0.941)
H (-0.330, -0.185, 1.231)
H (-1.299, -3.640, -1.668)

Results
Gap between HOMO and LUMO ... 8.098 eV
Largest force on an atom ... 0.58 eV Å⁻¹
Energy above the lowest of the compared OMol25 structures with the same formula, charge and spin ... 623.6 kJ/mol
Charge ... 0